Below is an isolated molecule of C5H10O at a distorted geometry, with properties calculated with ωB97M-V with the def2-TZVPD basis set.

```
16
Properties=species:S:1:pos:R:3:forces:R:3
C 1.8955 -0.4043 0.5161 0.2 -0.3 0.1
O 1.1687 0.7197 0.1057 0.0 -0.1 -0.3
C -0.1536 0.3811 -0.1027 -0.6 -0.6 0.5
C -0.9828 1.6678 -0.1612 -0.1 -0.3 0.3
C -0.5941 -0.7533 -0.9372 -0.2 0.0 -0.6
C -0.7103 -1.0770 0.5224 -0.6 0.6 -0.1
H 1.1636 -0.9652 1.1299 1.4 0.1 0.2
H 2.1730 -1.0295 -0.3447 0.2 0.0 0.2
H 2.7879 -0.0669 1.0459 -0.1 -0.1 0.0
H -1.9374 1.5256 0.3428 -0.1 0.1 0.0
H -0.4545 2.5039 0.3144 -0.1 -0.4 0.1
H -1.2044 1.9790 -1.1969 0.2 -0.4 0.3
H -1.5121 -0.6351 -1.4916 0.0 0.1 -0.4
H 0.1912 -1.2900 -1.4610 -0.2 -0.1 0.0
H -0.2785 -2.0668 0.7789 0.4 1.2 0.2
H -1.6435 -0.9721 1.0542 -0.4 0.1 -0.4
```
Positions in Å, forces in eV/Å.

Computed properties:
E_HOMO	-8.82	eV
total charge	0
energy above the lowest of the compared OMol25 structures with the same formula, charge and spin	260.1	kJ/mol
spin multiplicity	1
Kohn-Sham gap	9.941	eV
SMILES string	COC1(C)CC1